{"formula": "C8H16F6NO4PS", "method": "the ωB97M-V functional and the def2-TZVPD basis", "elements": ["C", "C", "C", "N", "P", "S", "O", "O", "C", "F", "F", "F", "H", "H", "H", "H", "H", "H", "H", "H", "H", "H", "C", "C", "O", "C", "O", "C", "F", "F", "F", "H", "H", "H", "H", "H", "H"], "xyz": [[4.043327, 1.649045, 2.211389], [2.518314, 1.287023, 2.737305], [1.799249, 0.452617, 1.481524], [0.728023, -0.465129, 2.032426], [-0.826545, 0.072817, 1.305229], [-1.618656, 1.558720, 2.696998], [-0.862489, 1.348339, 4.061114], [-3.128612, 1.337235, 2.953946], [-1.156064, 3.272314, 2.096764], [-2.441003, 4.016398, 1.887557], [-0.334931, 3.939605, 3.173515], [-0.381737, 3.271474, 0.799826], [4.039718, 2.776885, 1.858253], [4.750965, 1.473181, 3.156666], [4.421104, 0.900458, 1.390944], [1.918903, 2.283030, 2.966434], [2.542900, 0.677745, 3.735960], [2.564730, -0.186649, 0.867350], [1.353523, 1.308320, 0.778302], [0.919246, -1.474079, 1.845661], [-0.652826, 0.672271, -0.025124], [-1.767955, -1.039732, 1.173902], [-2.509610, -1.141719, -3.919344], [-2.494144, -1.412088, -2.427773], [-1.818062, -2.614646, -2.075703], [-0.364207, -2.611037, -1.997683], [0.062866, -1.620437, -1.220583], [0.346782, -2.661762, -3.407371], [-0.341489, -3.464357, -4.270665], [1.592608, -3.210004, -3.320640], [0.490185, -1.465391, -4.026571], [-2.661989, -2.062835, -4.490117], [-3.305003, -0.432645, -4.169304], [-1.571725, -0.692452, -4.248863], [-3.534471, -1.565343, -2.113887], [-2.137379, -0.544095, -1.864561], [-0.183546, -3.633077, -1.632878]], "forces_ev_per_angstrom": [[-0.2, 0.0, 1.4], [0.4, -0.1, -1.0], [1.1, 1.5, 0.7], [-2.6, 1.4, -2.2], [3.2, -3.2, -1.6], [-2.8, -2.2, 8.9], [-1.9, 1.1, -5.9], [5.0, 1.2, -2.5], [0.4, 4.8, -1.0], [5.0, -2.5, 0.7], [-3.1, -2.4, -4.4], [-2.7, -0.1, 4.6], [0.4, -2.5, 0.6], [-1.4, 0.8, -2.2], [-0.9, 1.7, 1.5], [1.2, -2.1, -0.5], [-0.1, 0.9, -2.1], [-1.5, 1.3, 1.2], [0.9, -2.1, 1.2], [-0.6, 1.0, -0.1], [-0.3, -0.5, 1.2], [0.5, 1.1, 0.4], [0.3, 0.4, -0.3], [-0.4, -0.6, 0.0], [-0.1, 0.0, -0.6], [-0.3, 0.8, 0.8], [0.5, 0.4, 0.4], [-0.4, 0.0, -0.4], [0.3, 0.3, 0.3], [-0.6, 0.4, 0.2], [0.2, -0.4, 0.4], [-0.1, 0.1, 0.2], [0.0, -0.1, 0.0], [-0.1, -0.1, 0.0], [0.2, -0.2, 0.1], [0.3, 0.0, 0.0], [0.0, -0.2, 0.2]], "homo_lumo_gap_ev": 5.304, "spin_multiplicity": 1}

{"formula": "C32H29BrI2N10O3STa", "method": "the ωB97M-V functional and the def2-TZVPD basis", "elements": ["Ta", "C", "C", "N", "C", "C", "C", "S", "N", "C", "O", "C", "C", "C", "C", "C", "C", "H", "H", "H", "H", "H", "H", "H", "H", "H", "H", "H", "H", "H", "H", "H", "O", "C", "C", "C", "C", "C", "C", "C", "N", "C", "C", "N", "H", "H", "H", "H", "H", "H", "H", "I", "Br", "C", "C", "C", "C", "C", "N", "H", "H", "H", "H", "I", "C", "C", "N", "N", "C", "H", "H", "H", "O", "N", "C", "C", "N", "C", "N"], "xyz": [[-0.049500, -0.188587, 0.155847], [1.698816, 1.394278, 6.144775], [2.613674, 1.880631, 5.033620], [2.722091, 0.917799, 3.915404], [3.911595, 0.052134, 3.887354], [3.673686, -1.311321, 4.517914], [1.768095, 0.838423, 2.998605], [1.948659, -0.325245, 1.748883], [0.732870, 1.694043, 3.186110], [-0.158816, 1.994635, 2.303774], [-0.208048, 1.581091, 1.051283], [-1.236010, 2.920300, 2.721240], [-1.181713, 3.527644, 3.977425], [-2.198903, 4.374064, 4.377787], [-3.273635, 4.622503, 3.531932], [-3.324940, 4.032102, 2.277791], [-2.303472, 3.188303, 1.871927], [1.679642, 2.129517, 6.949640], [2.045459, 0.450077, 6.563717], [0.682952, 1.259050, 5.776524], [3.626193, 2.027413, 5.403232], [2.266737, 2.829643, 4.632963], [4.692170, 0.584722, 4.426306], [4.244072, -0.040218, 2.854009], [3.372142, -1.215924, 5.560293], [4.596532, -1.890806, 4.488502], [2.906202, -1.868498, 3.982512], [-0.342330, 3.331223, 4.628492], [-2.157148, 4.846048, 5.350160], [-4.066585, 5.286582, 3.850164], [-4.156237, 4.230501, 1.614309], [-2.324999, 2.734346, 0.896124], [-0.969247, -1.051803, 1.564211], [-1.955411, -1.689410, 2.223783], [-1.653435, -2.543110, 3.272843], [-2.684162, -3.253540, 3.862626], [-3.989189, -3.105261, 3.404012], [-4.273063, -2.216668, 2.382899], [-3.254855, -1.476253, 1.778179], [-3.513585, -0.461766, 0.750938], [-2.655167, 0.381087, 0.187542], [-3.424114, 1.194722, -0.628330], [-4.726373, 0.837001, -0.559435], [-4.769386, -0.217536, 0.316031], [-0.625530, -2.646568, 3.590325], [-2.471155, -3.932104, 4.677612], [-4.789202, -3.679797, 3.849524], [-5.303685, -2.104817, 2.071976], [-3.009117, 2.014289, -1.185520], [-5.606114, 1.229027, -1.037033], [-5.594838, -0.718644, 0.590325], [-1.190100, -1.753150, -1.836610], [-0.581837, -4.227507, 0.687046], [1.137516, -3.725340, 0.113741], [2.033959, -4.773601, -0.071787], [3.323837, -4.485852, -0.456872], [3.677622, -3.156876, -0.636893], [2.720740, -2.191344, -0.431792], [1.447745, -2.444930, -0.065694], [1.701358, -5.788475, 0.083760], [4.038680, -5.283265, -0.608586], [4.673761, -2.868848, -0.939929], [2.978321, -1.155512, -0.555639], [-1.021719, 5.548564, -2.800225], [-1.017724, 3.531414, -2.484407], [-1.515345, 2.546307, -3.311417], [-1.288522, 1.376620, -2.698641], [-0.672668, 1.534357, -1.522518], [-0.495879, 2.844070, -1.380767], [-1.995600, 2.596062, -4.273812], [-1.519407, 0.432062, -2.989293], [-0.009371, 3.240522, -0.507865], [1.442909, 0.301337, -1.027396], [2.498321, 0.996951, -1.409764], [3.002677, 0.610205, -2.529649], [2.492351, -0.474882, -3.322331], [2.089628, -1.334722, -3.967541], [4.159241, 1.328021, -3.000107], [5.091815, 1.872924, -3.386679]], "forces_ev_per_angstrom": [[-0.9, 0.7, -0.2], [0.0, 0.0, 0.0], [0.0, 0.0, -0.1], [0.1, 0.0, 0.1], [-0.1, 0.1, 0.0], [0.0, 0.0, 0.0], [0.0, 0.2, 0.0], [0.0, -0.1, 0.3], [0.1, -0.2, 0.0], [-0.3, 0.0, -0.2], [0.3, -0.1, 0.6], [0.1, 0.0, 0.0], [-0.1, 0.0, 0.0], [0.0, 0.0, 0.0], [0.0, 0.0, 0.0], [0.0, 0.0, 0.0], [0.0, 0.1, -0.1], [0.0, 0.0, 0.0], [0.0, 0.0, 0.0], [0.0, 0.0, 0.0], [0.0, 0.0, 0.0], [0.0, 0.0, 0.0], [0.0, 0.0, 0.0], [0.0, 0.0, 0.0], [0.0, 0.0, 0.0], [0.0, 0.0, 0.0], [0.0, 0.0, 0.0], [0.0, 0.0, 0.0], [0.0, 0.0, 0.0], [0.0, 0.0, 0.0], [0.0, 0.0, 0.0], [0.0, 0.0, 0.0], [0.8, -0.3, -0.1], [0.2, 0.3, -0.3], [-0.3, 0.0, 0.1], [0.1, 0.0, 0.0], [0.0, 0.0, 0.0], [0.0, 0.0, 0.0], [0.0, -0.1, 0.0], [0.0, -0.1, 0.3], [-0.2, -0.3, -0.2], [0.2, 0.1, 0.1], [-0.1, -0.1, 0.0], [0.0, 0.1, -0.1], [0.0, 0.0, 0.0], [0.0, 0.0, 0.0], [0.0, 0.0, 0.0], [0.0, 0.0, 0.0], [0.0, 0.0, 0.0], [0.0, 0.0, 0.0], [0.0, 0.0, 0.0], [-0.1, -0.2, -0.2], [0.0, 0.0, 0.0], [0.1, -0.1, 0.0], [-0.1, 0.1, 0.0], [0.1, 0.0, 0.0], [0.0, -0.1, 0.0], [0.0, -0.1, -0.1], [0.0, 0.2, 0.1], [0.0, 0.0, 0.0], [0.0, 0.0, 0.0], [0.0, 0.0, 0.0], [0.0, 0.0, 0.0], [0.0, 0.3, 0.0], [0.0, -0.3, 0.0], [0.0, 0.0, 0.0], [0.2, 0.0, -0.1], [-0.3, 0.0, 0.2], [0.0, 0.0, 0.0], [0.0, 0.0, 0.0], [0.0, 0.0, 0.0], [0.0, 0.0, 0.0], [0.3, -0.4, -0.2], [-0.1, 0.0, 0.2], [0.1, 0.2, 0.0], [-0.1, 0.0, 0.0], [0.0, 0.0, 0.0], [0.0, -0.1, 0.0], [0.0, 0.0, 0.0]], "homo_lumo_gap_ev": 7.584, "spin_multiplicity": 1, "charge": 1}

{"formula": "C19H28Cl5O19", "method": "the ωB97M-V functional and the def2-TZVPD basis", "elements": ["Cl", "O", "O", "O", "O", "C", "C", "O", "C", "O", "O", "H", "H", "H", "H", "C", "C", "O", "C", "O", "O", "H", "H", "H", "H", "C", "C", "O", "C", "O", "O", "H", "H", "H", "H", "C", "C", "O", "C", "O", "O", "H", "H", "H", "H", "C", "C", "O", "C", "O", "O", "H", "H", "H", "H", "Cl", "C", "C", "Cl", "H", "H", "H", "H", "Cl", "C", "C", "Cl", "H", "H", "H", "H"], "xyz": [[-32.800784, 7.654283, 8.269009], [-32.304939, 8.847165, 8.797879], [-32.206257, 7.611265, 7.018466], [-32.512936, 6.471754, 9.007917], [-34.213881, 7.647294, 8.090075], [-30.723970, 3.115616, 11.824298], [-31.611285, 3.525757, 10.646904], [-32.050348, 2.306328, 10.097563], [-31.846032, 1.317404, 11.002711], [-32.364020, 0.209866, 11.014445], [-30.966381, 1.730256, 11.936758], [-31.099578, 3.478272, 12.781116], [-29.637911, 3.167875, 11.747745], [-31.136093, 4.196745, 9.931323], [-32.399088, 4.146616, 11.073533], [-31.787066, 7.588359, 12.013368], [-31.607112, 9.125168, 12.112328], [-30.807008, 9.223101, 13.303250], [-30.675471, 8.049113, 13.955927], [-29.920405, 7.785986, 14.901720], [-31.428814, 7.101047, 13.305814], [-31.085301, 7.171580, 11.290936], [-32.721394, 7.181406, 11.626698], [-32.545597, 9.675160, 12.181919], [-31.017056, 9.486620, 11.270135], [-36.008394, 5.399775, 10.919326], [-35.499672, 4.522746, 9.789186], [-36.549837, 4.673425, 8.862712], [-37.299371, 5.615940, 9.143917], [-38.087232, 6.111245, 8.360552], [-37.036549, 6.062804, 10.336810], [-35.143306, 5.986860, 11.227618], [-36.412092, 4.725031, 11.674214], [-35.345580, 3.482150, 10.074693], [-34.592786, 4.875660, 9.298151], [-29.325239, 9.666402, 7.120135], [-30.062410, 10.673803, 6.242615], [-29.071719, 11.130963, 5.283953], [-27.830922, 10.973876, 5.850128], [-26.765484, 11.416715, 5.440268], [-27.992641, 10.138762, 6.973802], [-29.500037, 8.608549, 6.923943], [-29.686187, 9.946687, 8.109716], [-30.375777, 11.640630, 6.636524], [-30.948997, 10.285848, 5.741059], [-34.179673, 7.225750, 4.283722], [-34.411073, 6.718654, 2.850262], [-35.714574, 6.265562, 2.770658], [-36.372812, 6.625162, 3.905128], [-37.545699, 6.473861, 4.168779], [-35.516425, 7.177961, 4.772033], [-33.691222, 8.196619, 4.200412], [-33.556045, 6.552132, 4.871448], [-33.738892, 5.920136, 2.536191], [-34.177493, 7.595402, 2.246211], [-34.845799, 11.816617, 4.610046], [-34.387282, 10.748293, 5.940860], [-34.366633, 11.346969, 7.325656], [-32.988300, 12.466220, 7.340798], [-33.533572, 10.181657, 5.569101], [-35.178022, 9.998230, 5.956480], [-34.286364, 10.543336, 8.057671], [-35.308479, 11.859407, 7.521637], [-28.824801, 4.446032, 6.632074], [-30.514463, 4.831119, 6.808509], [-31.368517, 4.254476, 5.662275], [-30.874758, 4.807143, 4.028285], [-30.304260, 5.899989, 6.770779], [-30.860851, 4.339281, 7.717476], [-32.423229, 4.495909, 5.794190], [-31.270959, 3.176674, 5.792417]], "forces_ev_per_angstrom": [[-0.3, -2.4, 3.5], [0.1, 1.5, 1.8], [1.0, -0.6, -4.8], [0.6, 0.6, 0.3], [-1.5, 0.9, -0.9], [0.3, -0.6, 0.7], [0.7, 1.3, 0.7], [-0.6, 0.0, -0.3], [-0.7, -2.8, 0.8], [1.2, 2.9, -0.6], [-0.7, -1.3, -0.4], [0.4, 0.8, -0.2], [-0.1, 0.8, -0.2], [0.2, -0.6, -0.3], [-0.7, -0.4, -0.2], [0.6, 0.0, -0.6], [0.1, -1.3, 0.1], [0.1, 0.5, 0.5], [2.1, -1.5, 1.5], [-2.9, 1.3, -3.1], [-0.1, 0.2, 0.2], [0.5, 0.1, 0.1], [-0.5, 0.4, 0.8], [0.2, 0.1, 0.4], [-0.1, 0.2, 0.2], [1.8, -2.3, 0.6], [0.6, -0.5, -0.2], [3.2, -5.4, -2.4], [-4.1, 4.2, -2.7], [0.5, -0.5, 1.5], [-1.4, 3.3, 2.0], [-0.6, 0.6, 0.6], [0.3, 0.4, 0.6], [-0.2, 0.0, -0.2], [0.1, 0.1, 0.1], [-0.6, 2.5, 0.3], [-0.2, 0.7, -1.5], [1.1, -0.5, 0.2], [1.0, -0.3, -0.6], [-3.4, -1.3, 1.4], [1.1, 0.2, -0.7], [0.4, 0.1, -0.4], [0.4, -0.7, 0.4], [-0.1, -0.5, 1.2], [0.3, -0.2, -0.4], [-0.3, -1.4, -0.8], [2.4, 0.4, -0.3], [-1.4, 0.1, 0.4], [-2.4, -0.4, 0.4], [2.3, 0.1, -1.0], [0.7, 1.2, 1.2], [-0.6, 0.3, 0.6], [0.0, 0.0, 0.1], [0.0, 0.0, 0.2], [-0.7, -0.2, -0.7], [0.1, 0.5, 0.0], [-1.4, -1.5, -0.4], [0.2, -0.1, -1.1], [0.0, 0.3, 0.8], [0.5, 0.4, 0.7], [-0.2, -0.1, 0.0], [0.4, 0.2, 0.1], [0.2, 0.3, -0.1], [1.6, -1.3, -0.2], [-0.1, 0.2, -1.2], [0.4, 0.2, 0.7], [-0.2, -0.2, 0.6], [-1.7, 0.2, 0.5], [-0.1, 0.7, 0.2], [0.1, 0.2, 0.0], [0.0, -0.1, -0.7]], "homo_lumo_gap_ev": [10.478, 3.486], "spin_multiplicity": 2}